{
  "formula": "H44O22",
  "method": "ωB97M-V with the def2-TZVPD basis set",
  "energy_ev": -45762.81808,
  "molar_mass_da": 396.33,
  "homo_lumo_gap_ev": 11.04,
  "elements": ["O", "O", "O", "O", "O", "O", "O", "O", "O", "O", "O", "O", "O", "O", "O", "O", "O", "O", "O", "O", "O", "O", "H", "H", "H", "H", "H", "H", "H", "H", "H", "H", "H", "H", "H", "H", "H", "H", "H", "H", "H", "H", "H", "H", "H", "H", "H", "H", "H", "H", "H", "H", "H", "H", "H", "H", "H", "H", "H", "H", "H", "H", "H", "H", "H", "H"],
  "coordinates": [[-1.7148, 3.1113, 2.3917], [0.1447, -0.4780, 0.6527], [1.0013, 4.9120, -0.7114], [-0.4792, -3.0658, 2.7813], [-0.7178, 1.1755, -2.8155], [-2.9737, -1.2369, 3.8509], [3.4285, -0.1594, -2.4809], [1.8278, -3.8144, 1.2530], [-2.0217, -4.0749, 0.5564], [-2.8553, -0.9061, 1.2570], [3.1045, -1.5812, -0.2122], [2.6650, 2.7664, 1.6891], [1.5997, 1.7103, -0.8274], [-3.3969, 0.8439, -1.2202], [1.4585, 2.7603, 4.0041], [-2.2313, 3.7717, -0.5661], [-2.7805, -1.2495, -3.2410], [1.0762, -0.7440, -3.7472], [-0.1500, 0.8479, 3.0263], [-1.0324, -0.3807, -5.6008], [-0.2962, -2.7140, -2.1972], [3.2814, -0.3798, 2.2254], [-1.6596, 4.2828, -1.2179], [-0.7845, 1.6080, 2.9484], [2.2112, 0.9539, -0.9452], [3.1333, 2.0048, 1.9873], [2.7350, -0.2310, -3.1373], [1.7894, 3.0854, 3.1655], [2.4713, 2.5572, 0.7573], [-1.6447, -0.7437, -4.9475], [-0.0289, 1.5635, -2.2002], [-3.5526, 0.2345, -0.4800], [4.2718, -0.6158, -2.7828], [-1.0737, 0.5590, -5.2903], [2.1987, -4.6287, 1.4270], [0.9670, -0.9013, 0.4464], [0.1924, -2.9929, -1.4140], [2.6198, -2.4084, -0.1015], [-2.8984, -2.2185, 3.6736], [-1.2839, 0.7719, -2.2187], [-2.1089, -1.8411, -2.8677], [-2.7211, -3.4173, 0.7434], [-1.4580, 3.2634, 1.4473], [-1.0123, -3.4886, 2.0552], [1.1683, 5.1856, 0.2628], [-3.0768, -1.0586, 2.1730], [0.5936, 1.2778, 3.4986], [2.2323, 2.6468, 4.5900], [-1.7071, 4.0064, 2.7421], [0.5649, 0.0121, -3.3981], [-1.8785, -0.7933, 1.2695], [0.8459, -0.7503, -4.7229], [0.3016, -2.0733, -2.6760], [-2.1915, -1.0672, 4.4046], [1.1287, -3.6226, 1.8591], [1.0312, 1.3882, -0.0800], [-3.2197, 0.2721, -2.0109], [-1.6900, -3.8843, -0.3261], [0.2356, 0.0746, 1.4850], [3.0055, -1.1158, 2.7650], [3.4311, -0.8368, 1.3584], [2.9174, -1.1645, -1.0885], [-2.3716, 2.8986, -0.9407], [1.1155, 3.9485, -0.8505], [-3.3095, -1.7373, -3.8816], [-0.4282, -2.1188, 2.4514]],
  "lowdin_charge": [-0.055, -0.071, -0.102, -0.092, -0.025, -0.064, -0.071, 0.001, -0.046, -0.061, -0.075, -0.041, -0.066, -0.068, -0.064, -0.074, -0.041, -0.092, -0.090, -0.069, -0.068, -0.068, 0.071, 0.030, 0.042, 0.017, -0.001, -0.007, 0.024, 0.001, 0.064, 0.020, 0.113, 0.064, 0.012, -0.005, 0.027, 0.018, 0.080, -0.023, 0.031, 0.053, 0.041, 0.022, 0.091, -0.032, 0.014, 0.076, 0.056, 0.014, 0.015, 0.088, 0.027, 0.068, -0.012, 0.058, 0.015, 0.034, 0.023, 0.027, 0.007, 0.017, -0.006, 0.003, 0.072, 0.049]
}

---

{
  "formula": "H46O24V",
  "method": "ωB97M-V with the def2-TZVPD basis set",
  "energy_ev": -75565.00933,
  "s2": 0.79,
  "charge": 2,
  "molar_mass_da": 481.29,
  "multiplicity": 2,
  "homo_lumo_gap_ev": [9.18, 9.48],
  "elements": ["V", "O", "O", "O", "O", "O", "O", "O", "O", "O", "O", "O", "O", "O", "O", "O", "O", "O", "O", "O", "O", "O", "O", "O", "O", "H", "H", "H", "H", "H", "H", "H", "H", "H", "H", "H", "H", "H", "H", "H", "H", "H", "H", "H", "H", "H", "H", "H", "H", "H", "H", "H", "H", "H", "H", "H", "H", "H", "H", "H", "H", "H", "H", "H", "H", "H", "H", "H", "H", "H", "H"],
  "coordinates": [[0.1325, 0.1562, 0.3577], [3.1342, 1.5937, -1.9969], [-0.9275, -1.1078, 3.3988], [-4.9879, -0.5347, -3.1016], [-0.3859, 1.4680, 2.1431], [4.3015, -1.6783, -1.0940], [1.8766, 0.6259, 3.9100], [4.0591, -1.9158, 1.6811], [0.3611, 1.0899, -3.2314], [-0.5242, -3.5375, -2.4764], [0.2750, -4.9224, 0.4711], [2.5761, 2.9130, 2.8339], [-0.1918, 3.5318, 0.3827], [-2.8015, 4.1525, -4.3727], [1.9795, -3.2062, -1.7675], [1.1397, -0.6599, -1.3009], [-1.1602, -1.7246, 0.2211], [1.3858, -1.2310, 1.8288], [-0.5880, 3.6213, -2.5718], [1.9319, 1.3642, 0.5267], [-2.7484, -3.0515, 1.9969], [-0.8074, 0.9172, -0.6270], [-2.8871, 0.3359, 1.0635], [-1.0133, 4.5422, 3.2076], [-3.0509, -2.7649, -2.1389], [1.5864, 1.1287, 4.6710], [0.0644, 4.2925, -2.7718], [4.2276, -1.1661, 2.2519], [4.6326, -2.6055, 2.0152], [-0.7206, -0.8488, 4.2968], [-0.5566, -4.2777, -3.0824], [-1.4418, -3.3093, -2.3271], [-0.0054, 1.0056, -4.1116], [0.7209, -5.0502, 1.3084], [0.6348, 3.9998, 0.2647], [-5.9225, -0.7047, -3.2194], [4.1697, -1.6419, -0.1466], [-2.9918, 0.8182, 1.8837], [-3.2921, -2.2827, -2.9298], [2.2146, 3.5791, 3.4187], [3.5215, 2.9550, 2.9776], [-0.4659, 1.0527, 3.0018], [3.8377, 2.1777, -2.2802], [-3.4292, 3.8318, -3.7251], [-0.6198, 3.5814, -0.4721], [1.2055, -0.2330, -2.1552], [3.6107, -2.2605, -1.4102], [1.5090, -1.5320, -1.4394], [-3.1423, -3.8386, 2.3730], [-1.4866, -2.1330, -0.5807], [-0.7109, 2.3585, 2.2759], [0.2885, 2.0228, -3.0296], [-1.6698, -2.1311, 0.9221], [-4.9517, 0.3207, -2.6736], [-1.1838, 4.7821, 2.2968], [1.0882, -3.2907, -2.1059], [0.8246, -1.7127, 2.4365], [-0.6085, -4.6421, 0.7100], [2.3911, -4.0481, -1.9625], [-1.3529, 3.8674, -3.0920], [-3.6066, -0.2954, 1.0628], [-3.1321, 3.8260, -5.2096], [-3.5722, -2.3626, -1.4442], [-3.4513, -2.4019, 2.0093], [2.3485, 1.8394, 1.2456], [2.2606, 1.7902, -0.2650], [-0.1147, 4.8306, 3.3675], [2.1135, 1.2883, 3.2608], [2.2771, -1.4441, 2.1050], [-1.4009, -1.9346, 3.4904], [3.2234, 0.8217, -2.5557]],
  "lowdin_spin": [1.194, 0.000, 0.001, 0.000, 0.011, 0.000, 0.000, 0.000, -0.002, 0.000, 0.000, 0.000, -0.001, 0.000, 0.000, 0.014, 0.006, 0.003, 0.000, 0.002, 0.000, -0.236, 0.004, 0.000, 0.000, 0.000, 0.000, 0.000, 0.000, 0.000, 0.000, 0.000, 0.000, 0.000, 0.000, 0.000, 0.000, 0.000, 0.000, 0.000, 0.000, 0.001, 0.000, 0.000, 0.000, 0.000, 0.000, 0.001, 0.000, 0.000, 0.000, 0.000, 0.001, 0.000, 0.000, 0.000, 0.000, 0.000, 0.000, 0.000, 0.000, 0.000, 0.000, 0.000, 0.001, 0.000, 0.000, 0.000, 0.000, 0.000, 0.000]
}